Computed, not measured: C4H7N3O as an isolated structure, with ωB97M-V/def2-TZVPD.

Last column: Löwdin charge in e.
Geometry (Å):
1 C 0.2293 -1.1117 1.1417  -0.2688
2 C -0.4232 -0.6009 -0.0979  -0.2837
3 C -0.8209 1.6682 -0.5495  -0.2903
4 C 0.3056 0.3809 0.8673  -0.2418
5 H 1.8856 -2.3501 -0.1263  0.3284
6 H -0.3459 -1.6316 1.9479  0.1480
7 H -1.4587 -0.5112 0.0639  0.1312
8 H -0.5126 -0.9848 -1.9260  0.0782
9 H -0.8414 1.1326 -2.7564  0.2838
10 H -1.3653 2.7362 -0.6332  0.1641
11 H 1.2688 0.8950 0.4631  0.1819
12 N 0.0660 -0.4020 -1.4257  0.0078
13 N -0.3857 0.9334 -1.5434  -0.0450
14 N -0.5511 1.4549 0.7495  -0.0166
15 O 1.4650 -1.9011 1.2918  -0.1773

E_HOMO	-8.0	eV
relative energy (zero: lowest compared OMol25 entry of this formula, charge and spin)	250.7	kcal per mole
frontier orbital gap	7.40	eV